Record 1
{
  "formula": "C38H45Cl5Ge2N3O2SeY",
  "method": "the ωB97M-V functional and the def2-TZVPD basis",
  "species": ["Y", "Se", "Ge", "Ge", "Cl", "Cl", "Cl", "Cl", "Cl", "O", "O", "N", "N", "N", "C", "C", "C", "C", "C", "C", "C", "C", "C", "C", "C", "C", "C", "C", "C", "C", "C", "C", "C", "C", "C", "C", "C", "C", "C", "C", "C", "C", "C", "C", "C", "C", "C", "C", "C", "C", "C", "C", "H", "H", "H", "H", "H", "H", "H", "H", "H", "H", "H", "H", "H", "H", "H", "H", "H", "H", "H", "H", "H", "H", "H", "H", "H", "H", "H", "H", "H", "H", "H", "H", "H", "H", "H", "H", "H", "H", "H", "H", "H", "H", "H", "H", "H"],
  "xyz": [[0.51542, -0.92514, -0.22838], [2.93091, 0.21242, -1.70407], [-3.06572, -0.76607, 0.19336], [-0.63171, -1.58681, -2.59346], [0.83514, 1.84475, 0.60751], [-3.92303, 1.47393, -1.72669], [-4.03502, 4.58248, -2.04707], [-1.70945, 6.33979, -0.93848], [0.73618, 4.95842, 0.44108], [-1.55943, 0.52213, -0.19695], [1.12052, -0.61468, 2.41640], [5.58468, 0.73808, -0.87710], [5.49999, -0.93158, -2.29067], [1.51620, -3.28532, 0.64769], [-2.59208, -3.10452, 1.98640], [9.15576, -1.07925, -1.69229], [-2.67280, -4.88154, -5.12980], [-4.57688, 0.20966, 1.14599], [-4.08153, -5.70072, -3.37152], [3.46853, -2.24587, 1.63798], [-2.77827, -3.69779, -3.02658], [2.67420, -3.47383, 1.29539], [-0.55995, 2.64703, -0.00403], [-3.68396, -4.65696, -2.55752], [-5.66129, -0.70978, 1.68837], [7.96724, -1.49821, -2.26159], [1.68631, -1.57097, 3.32575], [-1.67113, 4.63947, -0.75423], [-1.62886, 1.84033, -0.41044], [-2.69320, 2.46532, -1.06653], [1.41128, -3.74450, -3.05719], [-0.57265, 4.02872, -0.14315], [9.21180, 0.00972, -0.81982], [-2.26443, -3.84469, -4.31429], [-2.08515, -1.68960, 1.73108], [-2.72087, 3.84836, -1.23870], [6.82592, -0.78308, -1.92208], [2.31157, -5.83934, 1.40558], [-3.24057, -2.05977, -1.30211], [3.17925, -1.77826, 3.07472], [0.82101, -2.49418, -3.68607], [-1.54226, -0.25939, -5.10842], [3.10227, -4.73868, 1.68705], [0.75962, -4.35588, 0.37636], [6.88178, 0.29848, -1.02642], [8.07750, 0.71354, -0.46323], [-2.38165, -2.54660, -2.21043], [-3.58897, -5.80943, -4.66322], [4.76894, -0.01096, -1.64264], [1.10865, -5.64080, 0.74083], [-1.17314, 0.03886, -3.65974], [5.01072, -1.90749, -3.22429], [3.71939, -0.84582, 3.25293], [-1.91787, 0.64275, -5.58575], [-5.28939, -1.33278, 2.49792], [1.59899, -1.72843, -3.77495], [-4.22580, -2.51305, -1.23129], [10.06497, -1.61360, -1.91643], [-3.67512, -3.10908, 2.07697], [-6.47068, -0.09869, 2.08263], [-3.91778, -6.61269, -5.30134], [2.61834, -6.82961, 1.70386], [-0.67636, -0.60312, -5.67053], [4.53543, -2.44917, 1.54546], [-4.07740, 0.72458, 1.97008], [1.36159, 0.25919, 2.76255], [0.45497, -6.46619, 0.51310], [7.92372, -2.34507, -2.92854], [1.79745, -3.53007, -2.05616], [-5.02598, 0.95974, 0.50318], [8.11166, 1.54468, 0.21993], [4.03751, -4.84944, 2.21457], [3.98930, -1.65060, -3.50431], [3.54510, -2.52036, 3.78256], [-0.34776, 0.75463, -3.62687], [5.64022, -1.90459, -4.11406], [1.13850, -2.50440, 3.17074], [-4.07241, -4.60003, -1.54944], [0.48789, -2.71843, -4.69672], [3.20734, -1.43994, 0.93583], [-2.32575, -1.01254, -5.16498], [5.28074, 1.53185, -0.33441], [-2.24452, -1.07563, 2.62010], [-4.78485, -6.43028, -3.00201], [-1.56473, -3.10874, -4.68165], [-6.07490, -1.34379, 0.90722], [10.16305, 0.30263, -0.40474], [-2.02833, 0.50101, -3.17032], [-2.28486, -4.96273, -6.13284], [-0.99629, -1.71833, 1.55790], [-2.17629, -3.50693, 2.90784], [5.02815, -2.90310, -2.77548], [-2.31668, -3.76933, 1.17037], [-0.16932, -4.16608, -0.15882], [0.66029, -4.52924, -2.99223], [2.23513, -4.12129, -3.65998], [1.51995, -1.24034, 4.35456]],
  "atomic_forces_ev_per_a": [[1.1207, 0.6601, 1.8089], [-0.7764, 0.1444, -0.1265], [0.1781, -0.1028, 0.5034], [-0.2978, -0.0347, -0.9836], [0.3573, -0.0938, 0.2174], [-0.2166, 0.0966, -0.3661], [0.0322, -0.0748, 0.0321], [-0.0067, -0.0712, 0.0168], [0.0639, 0.0313, -0.0159], [-0.0106, -1.6036, 0.2232], [0.0997, 0.3860, -0.2219], [-0.2417, -0.1247, -0.2713], [-0.1952, 0.6704, 0.4698], [-0.4318, 0.6760, -0.3337], [0.1326, 0.0439, -0.1836], [-0.0739, -0.1081, -0.0714], [-0.0602, -0.0967, -0.0862], [0.7378, -0.2298, -0.5246], [-0.0436, -0.0015, 0.0025], [-0.1584, 0.1085, 0.1388], [-0.1483, -0.4212, -0.1655], [0.3516, 0.1513, 0.0356], [-0.7076, 0.0340, -0.2720], [0.1256, 0.0086, -0.0753], [0.1279, -0.1333, -0.0411], [-0.1190, 0.0730, 0.0086], [0.3867, -0.4687, 0.2893], [0.0141, -0.0851, -0.0122], [0.1082, 0.7414, -0.0813], [0.2582, -0.0431, 0.1052], [-0.0611, 0.1628, -0.0081], [-0.1966, -0.0319, -0.0928], [-0.0803, 0.0898, 0.1018], [-0.0508, 0.1265, 0.1426], [-0.2946, 0.4384, -0.8276], [0.1495, 0.1296, 0.1185], [0.5863, 0.4897, 0.5017], [-0.1114, 0.2192, -0.0290], [-0.0732, 0.7548, 0.9450], [-0.3584, 0.0787, -0.2836], [-0.5169, 0.1683, 0.0934], [0.0722, 0.0163, 0.1529], [-0.2191, 0.1003, -0.1170], [-0.3151, -0.1877, -0.0505], [0.5458, -0.6099, -0.3839], [-0.0587, -0.0361, -0.0809], [0.5003, 0.5412, -0.1254], [0.0381, 0.0454, 0.0078], [-0.1934, -0.3737, 0.4765], [0.0313, 0.0565, 0.0046], [0.1237, -0.3592, 0.2026], [-0.2695, -0.4839, -0.3856], [0.0282, -0.0211, 0.1132], [-0.0151, 0.0645, -0.1563], [-0.0493, -0.1449, 0.0537], [-0.1557, 0.0917, -0.0040], [-0.1491, -0.0411, -0.0650], [0.0836, -0.0409, -0.0697], [-0.1166, -0.1114, 0.0316], [-0.0597, -0.0372, 0.0643], [-0.0271, -0.1387, -0.0791], [0.0372, -0.0976, 0.0203], [0.0008, -0.0898, -0.1183], [0.0079, 0.0465, -0.1113], [0.0688, 0.0531, -0.0552], [-0.2631, -0.1198, -0.3035], [-0.0810, -0.0655, -0.0780], [0.0464, -0.0594, -0.0728], [0.0271, -0.1330, 0.0225], [0.1522, -0.0322, -0.0546], [0.0787, 0.1479, 0.1128], [0.0971, 0.0256, 0.0031], [0.1059, -0.0508, 0.0401], [0.0361, -0.0130, 0.1247], [0.0389, 0.0412, 0.0387], [-0.0268, 0.0237, 0.0446], [0.0068, 0.1445, 0.0747], [0.0206, 0.0254, 0.0484], [-0.0637, 0.0590, -0.0977], [0.2053, -0.1669, 0.0554], [-0.0573, -0.0568, -0.0878], [-0.1068, -0.0944, -0.0798], [0.2213, 0.1581, -0.1038], [-0.0735, -0.0895, 0.0498], [0.0023, -0.0293, -0.0925], [-0.1058, -0.0965, 0.0125], [0.0873, 0.0181, 0.0343], [0.0858, -0.0491, 0.1597], [0.0476, -0.0090, -0.1193], [0.0263, -0.0674, 0.2949], [-0.0014, -0.0528, 0.0696], [-0.0158, 0.0607, -0.0364], [-0.0948, -0.1093, -0.0797], [0.0680, -0.0626, 0.0092], [-0.0106, -0.1599, 0.1337], [0.1156, -0.1442, -0.0086], [-0.0775, -0.0433, -0.1209]],
  "lowdin_charge": [1.1945, 0.6455, 1.0069, 0.8258, 0.7419, 0.8175, 0.7591, 0.7431, 0.7454, -0.3762, -0.1939, 0.1335, -0.0619, 0.0269, -0.1454, -0.0526, -0.0571, -0.3245, -0.0654, -0.1402, -0.2590, -0.2876, -0.5564, -0.0400, -0.1497, 0.0129, -0.2130, -0.6935, -0.4124, -0.5726, -0.1869, -0.6923, -0.0538, -0.0560, -0.3183, -0.6774, -0.1471, -0.0106, -0.2174, -0.1433, -0.3975, -0.1602, 0.0127, -0.1382, -0.1709, 0.0069, -0.3510, -0.0645, -0.6859, -0.0210, -0.3711, -0.0032, 0.1234, 0.0745, 0.0636, 0.0123, 0.0556, 0.1166, 0.0660, 0.0837, 0.1103, 0.1250, 0.0684, 0.1275, 0.0730, 0.0830, 0.1206, 0.1195, 0.0281, 0.0221, 0.1200, 0.1294, 0.0515, 0.1273, 0.0548, 0.1129, 0.1192, 0.1046, 0.0512, 0.0566, 0.0606, 0.1661, 0.0793, 0.1096, 0.0654, 0.0739, 0.1170, -0.0036, 0.1116, -0.0153, 0.0796, 0.1117, 0.0569, 0.1054, 0.0691, 0.0710, 0.1362],
  "largest_force_ev_per_a": 2.2,
  "lumo_ev": -5.2,
  "gap_ev": 7.1,
  "relative_energy_ev": 1.023,
  "charge": 2
}

=====

Record 2
{
  "formula": "H18O9",
  "method": "the ωB97M-V functional and the def2-TZVPD basis",
  "species": ["O", "O", "O", "O", "O", "O", "O", "O", "O", "H", "H", "H", "H", "H", "H", "H", "H", "H", "H", "H", "H", "H", "H", "H", "H", "H", "H"],
  "xyz": [[3.88322, 0.67681, -0.63467], [-4.06940, -0.33302, 2.03531], [2.35082, -1.61710, -1.90201], [-1.40810, -1.43191, 1.74137], [0.19533, 2.97597, 0.74248], [0.11388, 0.19678, 0.20943], [-3.12659, 0.86815, -1.50970], [2.58950, -0.72182, 1.03734], [-0.73240, 0.33316, -2.60251], [2.20525, -0.92635, -1.25556], [-0.09922, 0.58338, -3.27534], [-2.19673, 0.65092, -1.57604], [3.44009, 1.52494, -0.61156], [-3.41863, 0.95271, -2.41733], [3.40926, 0.14100, 0.00132], [2.83156, -1.64722, 1.00160], [0.96258, 0.01660, 0.61377], [-1.70672, -1.32348, 2.64431], [-0.23021, 2.22742, 0.32436], [-0.21410, 0.25803, -1.80129], [1.84268, -2.36052, -1.57742], [0.52376, 2.63210, 1.57323], [-1.20167, -2.36363, 1.66712], [2.51672, -0.52873, 1.97203], [-3.24967, -0.36851, 1.54235], [-0.49433, -0.39281, 0.65518], [-4.71690, -0.02287, 1.40225]],
  "atomic_forces_ev_per_a": [[0.4366, 0.4645, -0.7289], [-0.0507, -0.0870, 0.4070], [0.1189, -0.2612, -0.0785], [0.1535, -0.1011, 0.0000], [0.1819, 0.6450, -0.0004], [-0.0661, 0.5033, -0.7651], [-0.7710, 0.0687, 0.7439], [-0.5192, -0.5769, 0.8260], [0.0561, -0.1217, -0.3438], [0.0442, 0.3978, -0.0547], [0.0843, 0.0672, -0.2308], [0.1658, 0.0635, -0.4330], [-0.0239, 0.3307, -0.0933], [0.0688, -0.0124, -0.1614], [0.2222, 0.1009, 0.2141], [0.1437, -0.4330, -0.2100], [0.3093, -0.1116, -0.0828], [-0.2024, 0.1693, 0.3583], [-0.0779, -0.3979, -0.0933], [0.4230, -0.1343, 0.5889], [-0.2543, -0.2200, -0.0919], [-0.0187, -0.0535, 0.1465], [-0.0699, -0.3209, -0.1612], [0.1475, 0.2150, 0.4311], [0.1184, -0.0189, -0.3641], [-0.4780, -0.3075, 0.3510], [-0.1419, 0.1318, -0.1736]],
  "nbo_charge": [-0.9630, -0.9588, -0.9276, -0.9619, -0.9490, -1.0089, -0.9681, -0.9506, -0.9756, 0.4690, 0.4852, 0.4867, 0.4641, 0.4679, 0.4649, 0.5050, 0.4834, 0.4987, 0.4899, 0.4948, 0.4561, 0.4544, 0.4885, 0.4990, 0.4762, 0.4998, 0.4799],
  "largest_force_ev_per_a": 1.1,
  "lumo_ev": -0.6,
  "gap_ev": 10.1,
  "smiles": "O.O.O.O.O.O.O.O.O",
  "relative_energy_ev": 2.428,
  "charge": 0
}